# 1
Computed, not measured: a 11-piece molecular cluster, C44H80O15 overall at a distorted geometry, with ωB97M-V/def2-TZVPD.

Positions of all 139 atoms, in Å:
C  -1.780  1.684  -3.590
C  -2.875  0.864  -2.892
C  -4.091  1.692  -3.312
O  -3.845  1.972  -4.694
C  -2.434  1.982  -4.947
H  -0.813  1.195  -3.700
H  -1.572  2.579  -3.004
H  -2.688  0.879  -1.818
H  -2.933  -0.199  -3.127
H  -4.210  2.650  -2.808
H  -5.052  1.218  -3.109
H  -2.126  2.974  -5.280
H  -2.052  1.214  -5.620
C  5.088  2.874  1.898
C  4.753  1.443  1.826
C  3.402  1.425  2.586
O  2.899  2.801  2.546
C  3.766  3.630  1.858
H  5.801  3.143  1.118
H  5.604  3.087  2.834
H  5.460  0.846  2.403
H  4.721  1.074  0.801
H  3.550  1.132  3.626
H  2.673  0.772  2.107
H  3.738  4.630  2.290
H  3.459  3.698  0.815
C  1.435  -2.423  5.661
C  0.546  -1.523  4.884
C  -0.415  -0.901  5.876
O  -0.518  -1.920  6.879
C  0.664  -2.736  6.958
H  2.395  -1.963  5.896
H  1.717  -3.308  5.091
H  0.048  -2.195  4.184
H  1.176  -0.829  4.328
H  -1.428  -0.701  5.527
H  0.048  -0.025  6.331
H  0.421  -3.798  7.001
H  1.246  -2.447  7.833
C  -3.024  -4.976  -0.323
C  -3.293  -4.986  1.158
C  -3.798  -6.430  1.443
O  -3.929  -6.941  0.102
C  -2.979  -6.391  -0.781
H  -2.155  -4.368  -0.574
H  -3.860  -4.462  -0.797
H  -4.012  -4.224  1.458
H  -2.429  -4.799  1.795
H  -4.737  -6.612  1.966
H  -3.020  -7.056  1.879
H  -3.300  -6.523  -1.814
H  -2.018  -6.904  -0.759
C  -0.138  3.837  -0.853
C  -1.550  4.462  -0.847
C  -2.098  4.119  0.553
O  -1.204  3.190  1.112
C  0.074  3.441  0.609
H  0.586  4.532  -1.277
H  -0.045  2.900  -1.402
H  -2.079  3.899  -1.616
H  -1.543  5.534  -1.043
H  -3.111  3.741  0.415
H  -2.241  5.026  1.140
H  0.627  2.505  0.689
H  0.518  4.238  1.205
C  -5.001  -0.964  0.536
C  -4.508  -0.138  1.692
C  -4.263  1.245  1.025
O  -5.012  1.264  -0.185
C  -5.827  0.106  -0.230
H  -5.626  -1.811  0.821
H  -4.236  -1.463  -0.059
H  -3.576  -0.626  1.977
H  -5.265  -0.085  2.475
H  -3.206  1.301  0.767
H  -4.520  2.064  1.696
H  -5.967  -0.145  -1.281
H  -6.790  0.380  0.200
C  3.590  2.320  -3.954
C  2.413  2.351  -2.990
C  3.042  1.968  -1.661
O  4.458  2.102  -1.854
C  4.802  1.716  -3.159
H  3.934  3.298  -4.291
H  3.484  1.684  -4.833
H  1.621  1.644  -3.239
H  1.990  3.355  -2.933
H  2.940  0.899  -1.474
H  2.640  2.400  -0.744
H  4.780  0.629  -3.237
H  5.808  1.942  -3.514
O  3.889  -1.140  -4.636
C  2.685  -1.378  -4.743
O  1.797  -0.445  -5.080
C  0.467  -0.972  -5.138
C  0.625  -2.487  -5.038
C  2.050  -2.712  -4.455
H  -0.108  -0.744  -6.035
H  -0.181  -0.612  -4.338
H  0.548  -3.020  -5.986
H  -0.081  -2.925  -4.333
H  2.640  -3.449  -5.001
H  2.118  -2.975  -3.400
O  7.720  -1.718  -4.338
C  6.905  -1.864  -3.444
O  6.758  -0.902  -2.550
C  5.908  -1.205  -1.495
C  5.606  -2.684  -1.658
C  6.010  -3.044  -3.072
H  4.987  -0.624  -1.538
H  6.338  -0.927  -0.532
H  4.592  -2.933  -1.347
H  6.326  -3.183  -1.009
H  5.152  -3.219  -3.721
H  6.589  -3.967  -3.066
O  1.930  -1.602  -1.453
C  1.033  -1.267  -0.714
O  1.231  -0.731  0.570
C  -0.044  -0.465  1.241
C  -1.095  -1.057  0.271
C  -0.420  -1.286  -1.090
H  -0.225  0.607  1.318
H  -0.009  -1.048  2.161
H  -1.998  -0.468  0.111
H  -1.463  -2.042  0.558
H  -0.723  -0.501  -1.782
H  -0.725  -2.264  -1.462
O  -1.059  1.429  3.915
C  -2.139  1.840  4.259
O  -3.076  1.069  4.856
C  -4.205  1.838  5.170
C  -3.810  3.308  5.079
C  -2.666  3.242  4.066
H  -4.656  1.501  6.103
H  -4.899  1.624  4.357
H  -3.536  3.629  6.084
H  -4.661  3.871  4.696
H  -1.821  3.868  4.351
H  -3.032  3.358  3.046

**E_HOMO**: -9.031 eV
**SMILES**: O=C1CCCO1.O=C1CCCO1.O=C1CCCO1.O=C1CCCO1.C1CCOC1.C1CCOC1.C1CCOC1.C1CCOC1.C1CCOC1.C1CCOC1.C1CCOC1
**2S+1**: 1

=====

# 2
Computed, not measured: C40H50KN7OSSi2 as an isolated structure at a distorted geometry, with ωB97M-V/def2-TZVPD.

Positions of all 102 atoms, in Å:
K  -1.031  -0.373  0.416
C  -0.528  -3.634  -1.443
N  -0.017  -2.730  -0.436
C  1.242  -3.163  0.148
C  1.854  -2.101  1.008
N  1.463  -0.858  1.048
C  2.428  -0.187  1.780
C  2.556  1.169  2.068
C  3.683  1.572  2.758
C  4.672  0.659  3.146
C  4.565  -0.689  2.855
C  3.421  -1.088  2.183
N  3.030  -2.310  1.677
C  -1.867  -3.178  -1.922
N  -2.832  -2.736  -1.170
C  -3.896  -2.516  -2.021
C  -5.176  -2.041  -1.749
C  -6.057  -1.931  -2.811
C  -5.691  -2.280  -4.115
C  -4.419  -2.752  -4.402
C  -3.539  -2.856  -3.336
N  -2.238  -3.298  -3.239
H  -0.613  -4.673  -1.080
H  0.170  -3.645  -2.286
H  -0.717  -2.621  0.290
H  1.938  -3.347  -0.679
H  1.163  -4.107  0.711
H  1.819  1.881  1.721
H  3.810  2.622  2.992
H  5.545  1.016  3.679
H  5.323  -1.406  3.138
H  3.433  -3.191  1.965
H  -5.453  -1.764  -0.740
H  -7.060  -1.564  -2.632
H  -6.407  -2.175  -4.920
H  -4.130  -3.016  -5.412
H  -1.621  -3.510  -4.001
C  -1.339  4.704  -0.728
Si  -0.229  3.198  -0.264
C  -0.527  3.076  1.630
C  1.538  3.869  -0.546
C  2.002  5.113  -0.110
C  3.280  5.552  -0.427
C  4.117  4.740  -1.187
C  3.669  3.497  -1.615
C  2.382  3.050  -1.308
Si  1.657  1.355  -1.814
C  3.146  0.154  -1.555
C  1.626  1.435  -3.743
H  -1.194  5.556  -0.053
H  -2.391  4.406  -0.677
H  -1.130  5.039  -1.748
H  0.167  3.704  2.200
H  -0.430  2.053  2.000
H  -1.545  3.397  1.860
H  1.357  5.751  0.490
H  3.626  6.523  -0.088
H  5.116  5.080  -1.438
H  4.338  2.870  -2.198
H  3.907  0.237  -2.342
H  2.808  -0.886  -1.528
H  3.625  0.365  -0.596
H  2.577  1.791  -4.155
H  0.840  2.110  -4.091
H  1.428  0.444  -4.167
N  -1.640  -0.064  -3.620
C  -2.075  1.188  -4.246
C  -2.862  2.045  -3.265
C  -4.160  1.384  -2.804
C  -4.783  2.097  -1.609
N  -3.951  1.931  -0.422
H  -1.217  0.140  -2.717
H  -0.911  -0.492  -4.177
H  -2.707  0.935  -5.107
H  -1.234  1.779  -4.624
H  -3.087  3.005  -3.740
H  -2.234  2.248  -2.391
H  -3.954  0.345  -2.532
H  -4.882  1.370  -3.628
H  -5.810  1.723  -1.475
H  -4.854  3.170  -1.827
H  -3.743  0.951  -0.279
H  -4.431  2.244  0.412
C  4.342  -2.330  6.070
C  3.843  -3.531  5.300
O  4.320  -3.941  4.189
S  2.388  -4.265  6.063
C  1.104  -3.307  5.237
C  0.587  -2.121  5.762
C  -0.348  -1.377  5.046
C  -0.816  -1.805  3.796
C  -0.290  -3.005  3.298
C  0.660  -3.733  3.989
C  -1.798  -1.098  3.021
C  -2.683  -0.524  2.378
H  5.379  -2.110  5.800
H  4.276  -2.513  7.145
H  3.742  -1.433  5.847
H  0.921  -1.786  6.737
H  -0.735  -0.452  5.455
H  -0.670  -3.382  2.352
H  1.067  -4.649  3.577

**Net charge**: -2
**E_HOMO (alpha / beta)**: -0.376 / 0.706 eV
**ΔE to the lowest compared entry with this formula, charge and spin**: 69.1 kJ/mol
**2S+1**: 1

=====

# 3
Computed, not measured: C20H15BMoN7O2S4 as an isolated structure at a distorted geometry, with ωB97M-V/def2-TZVPD.

Positions of all 50 atoms, in Å:
Mo  -1.530  1.809  -0.760
S  -0.416  5.910  1.042
C  -0.720  4.470  0.331
S  -2.260  3.620  0.580
S  0.321  3.606  -0.717
B  -1.924  -1.727  -0.756
N  -3.135  -0.799  -0.457
C  -4.384  -1.224  -0.248
C  -5.108  -0.221  0.374
C  -4.211  0.830  0.490
N  -3.020  0.464  -0.001
N  -0.977  -1.107  -1.824
C  -0.200  -1.801  -2.659
C  0.661  -0.922  -3.302
C  0.325  0.325  -2.789
N  -0.662  0.191  -1.898
H  -2.353  -2.762  -1.190
H  -1.298  -1.870  0.265
H  -4.681  -2.219  -0.531
H  -6.145  -0.232  0.659
H  -4.356  1.809  0.917
H  -0.302  -2.870  -2.731
H  1.409  -1.148  -4.043
H  0.727  1.299  -3.015
C  4.876  -3.646  2.871
C  6.221  -2.966  2.907
O  7.251  -3.537  3.152
S  6.280  -1.192  2.671
C  4.615  -0.720  2.231
C  4.228  -0.739  0.894
C  2.952  -0.347  0.540
C  2.046  0.094  1.516
C  2.449  0.110  2.853
C  3.727  -0.290  3.207
C  0.766  0.545  1.091
C  -0.289  0.972  0.661
H  4.310  -3.362  3.759
H  5.032  -4.723  2.877
H  4.300  -3.353  1.998
H  4.931  -1.067  0.139
H  2.637  -0.366  -0.496
H  1.751  0.444  3.609
H  4.044  -0.277  4.242
O  -1.713  2.631  -2.460
N  -2.792  1.828  -2.442
C  -3.964  2.507  -2.532
C  -4.004  3.910  -2.733
N  -4.034  5.047  -2.922
C  -5.180  1.800  -2.641
N  -6.201  1.269  -2.726

**Net charge**: -1
**E_HOMO (alpha / beta)**: -5.224 / -5.552 eV
**2S+1**: 3

=====

# 4
Computed, not measured: C13H33N2Na2O5Pb as an isolated structure at a distorted geometry, with ωB97M-V/def2-TZVPD.

Positions of all 56 atoms, in Å:
Na  4.764  0.050  -1.850
Na  3.920  -1.490  1.014
Pb  1.981  1.590  0.635
C  1.873  -1.324  -2.004
O  2.362  -0.570  -0.876
H  1.471  -0.624  -2.737
H  2.690  -1.858  -2.489
H  1.079  -1.986  -1.656
C  4.425  6.005  -3.558
O  3.903  5.113  -2.624
C  2.565  5.226  -2.329
C  2.197  4.222  -1.212
N  2.083  2.856  -1.639
C  0.871  2.475  -2.513
C  -0.418  2.520  -1.689
O  -0.329  1.556  -0.634
C  -1.382  0.720  -0.276
H  5.154  5.547  -4.226
H  4.943  6.897  -3.207
H  3.679  6.366  -4.266
H  2.057  5.011  -3.269
H  2.409  6.262  -2.027
H  1.443  4.607  -0.525
H  3.126  4.186  -0.642
H  2.750  2.748  -2.391
H  1.084  1.570  -3.082
H  0.661  3.180  -3.318
H  -1.198  2.272  -2.409
H  -0.647  3.548  -1.409
H  -1.086  0.041  0.524
H  -1.772  0.070  -1.059
H  -2.233  1.322  0.042
C  -0.833  -5.820  0.362
O  -2.038  -5.083  0.380
C  -1.680  -3.726  0.020
C  -1.081  -2.825  1.061
N  -2.040  -2.231  2.048
C  -2.718  -3.257  2.881
C  -3.631  -2.550  3.848
O  -2.855  -2.013  4.856
C  -3.557  -1.489  6.001
H  -0.865  -6.808  0.822
H  -0.119  -5.370  1.052
H  -0.315  -5.872  -0.595
H  -2.594  -3.264  -0.353
H  -0.921  -3.678  -0.761
H  -0.717  -2.029  0.411
H  -0.341  -3.390  1.628
H  -2.702  -1.661  1.541
H  -2.024  -3.886  3.438
H  -3.459  -3.829  2.323
H  -4.135  -3.342  4.402
H  -4.429  -1.901  3.486
H  -4.158  -0.603  5.800
H  -2.858  -1.288  6.812
H  -4.357  -2.191  6.238

**Net charge**: +2
**E_HOMO (alpha / beta)**: -12.322 / -12.392 eV
**2S+1**: 2

=====

# 5
Computed, not measured: one molecule with the formula C6H10O at a distorted geometry, with ωB97M-V/def2-TZVPD.

Positions of all 17 atoms, in Å:
C  -2.131  -0.206  0.567
C  -0.685  -0.319  0.856
O  -0.225  -1.668  0.794
C  0.837  -1.027  0.150
C  0.706  -0.795  -1.275
C  0.225  0.351  -0.429
C  1.188  1.530  -0.315
H  -2.345  0.862  0.560
H  -2.282  -0.615  -0.433
H  -2.743  -0.741  1.296
H  -0.363  0.052  1.850
H  1.707  -0.869  0.758
H  1.706  -0.692  -1.690
H  0.024  -1.398  -1.860
H  1.214  2.211  -1.181
H  0.938  2.146  0.550
H  2.228  1.177  -0.197

**E_HOMO**: -8.239 eV
**ΔE to the lowest compared entry with this formula, charge and spin**: 325.8 kJ/mol
**2S+1**: 1

=====

# 6
Computed, not measured: C51H49N9O2PTl as an isolated structure, with ωB97M-V/def2-TZVPD.

Positions of all 113 atoms, in Å:
Tl  -0.788  0.508  -0.019
C  0.767  -3.887  -2.735
N  0.178  -2.560  -2.642
C  0.268  -1.700  -1.609
N  -0.383  -0.578  -1.919
C  -0.921  -0.723  -3.176
C  -0.575  -1.978  -3.633
C  -1.040  -2.687  -4.836
C  -0.167  -3.101  -5.838
C  -0.665  -3.713  -6.978
C  -2.029  -3.924  -7.118
C  -2.900  -3.529  -6.112
C  -2.411  -2.907  -4.976
C  -1.727  0.299  -3.857
C  -2.500  1.195  -3.118
C  -3.330  2.109  -3.746
C  -3.382  2.158  -5.130
C  -2.597  1.292  -5.877
C  -1.781  0.365  -5.251
P  1.182  -2.215  -0.084
C  2.167  -0.655  -0.070
N  1.639  0.568  -0.022
C  2.689  1.458  -0.019
C  3.869  0.751  -0.077
N  3.513  -0.576  -0.103
C  4.428  -1.706  -0.144
C  5.256  1.235  -0.041
C  5.673  2.062  1.001
C  6.983  2.508  1.052
C  7.884  2.145  0.061
C  7.470  1.339  -0.990
C  6.163  0.880  -1.039
C  2.552  2.919  0.025
C  3.277  3.718  -0.857
C  3.182  5.099  -0.786
C  2.364  5.698  0.163
C  1.642  4.910  1.046
C  1.739  3.526  0.984
C  0.362  -1.755  1.506
N  -0.282  -0.633  1.811
C  -0.814  -0.768  3.070
C  -0.466  -2.014  3.539
N  0.278  -2.608  2.543
C  0.863  -3.938  2.592
C  -0.851  -2.630  4.813
C  -1.485  -3.872  4.827
C  -1.939  -4.407  6.022
C  -1.752  -3.710  7.207
C  -1.111  -2.479  7.200
C  -0.667  -1.934  6.007
C  -1.700  0.246  3.656
C  -2.943  -0.132  4.169
C  -3.796  0.826  4.697
C  -3.413  2.161  4.724
C  -2.179  2.540  4.215
C  -1.329  1.590  3.668
H  0.867  -4.313  -1.742
H  0.115  -4.513  -3.338
H  1.747  -3.839  -3.209
H  0.896  -2.918  -5.739
H  0.018  -4.024  -7.757
H  -2.413  -4.395  -8.012
H  -3.963  -3.706  -6.208
H  -3.079  -2.586  -4.187
H  -2.476  1.140  -2.037
H  -3.959  2.770  -3.163
H  -4.040  2.860  -5.624
H  -2.632  1.332  -6.957
H  -1.193  -0.315  -5.849
H  5.370  -1.419  0.315
H  4.003  -2.544  0.403
H  4.618  -2.018  -1.170
H  4.974  2.344  1.778
H  7.303  3.132  1.875
H  8.906  2.498  0.104
H  8.165  1.063  -1.771
H  5.841  0.263  -1.869
H  3.913  3.254  -1.600
H  3.762  5.710  -1.464
H  2.303  6.776  0.224
H  1.023  5.375  1.804
H  1.241  2.903  1.721
H  0.922  -4.266  3.626
H  0.256  -4.638  2.017
H  1.863  -3.919  2.166
H  -1.652  -4.405  3.898
H  -2.442  -5.364  6.026
H  -2.118  -4.121  8.138
H  -0.956  -1.942  8.126
H  -0.166  -0.974  5.999
H  -3.234  -1.174  4.139
H  -4.759  0.527  5.088
H  -4.082  2.908  5.132
H  -1.879  3.580  4.253
H  -0.355  1.875  3.283
N  -3.132  0.773  0.550
C  -3.887  2.009  0.842
C  -3.417  3.181  -0.006
C  -1.993  3.624  0.317
N  -0.980  2.847  -0.434
H  -3.541  0.284  -0.243
H  -3.212  0.124  1.329
H  -3.757  2.247  1.895
H  -4.951  1.838  0.665
H  -4.089  4.019  0.183
H  -3.501  2.931  -1.067
H  -1.797  3.486  1.381
H  -1.873  4.684  0.084
H  -0.051  3.212  -0.221
H  -1.131  2.971  -1.434
O  -1.268  -3.494  -0.010
N  -2.324  -2.852  -0.005
O  -2.268  -1.590  -0.040

**Net charge**: +2
**E_HOMO**: -12.572 eV
**ΔE to the lowest compared entry with this formula, charge and spin**: 130.6 kJ/mol
**2S+1**: 1

=====

# 7
Computed, not measured: a 2-piece molecular cluster, C2H9N2 overall at a distorted geometry, with ωB97M-V/def2-TZVPD.

Positions of all 13 atoms, in Å:
C  0.541  -1.363  -1.004
C  -0.437  -1.215  1.235
N  -0.021  -0.653  0.172
H  -0.020  -1.034  -1.879
H  0.397  -2.430  -0.862
H  1.582  -1.097  -1.134
H  -0.925  -0.645  2.023
H  -0.339  -2.288  1.353
N  -0.144  2.340  0.020
H  0.006  2.649  -0.965
H  -0.136  0.374  0.098
H  0.600  2.779  0.601
H  -1.103  2.584  0.341

**Net charge**: +2
**E_HOMO (alpha / beta)**: -21.923 / -21.906 eV
**ΔE to the lowest compared entry with this formula, charge and spin**: 191.7 kJ/mol
**2S+1**: 2